# C14H25Cl4FO12

6 unconnected molecules or ions with the total composition C14H25Cl4FO12 at a distorted geometry (ωB97M-V/def2-TZVPD, OMol25).

Computed properties:
- Gap between HOMO and LUMO: 10.9 eV
- E: -92298.2036 eV
- E_HOMO: -10.9 eV
- Energy above the lowest of the compared OMol25 structures with the same formula, charge and spin: 0.000 eV

Last column: natural (NBO) charge in e.
CARTESIAN COORDINATES (ANGSTROEM)
O1 8.768 -19.424 5.113  -0.56
C1 8.992 -19.790 3.974  0.97
O2 8.468 -19.244 2.876  -0.49
C2 9.082 -19.686 1.704  -0.12
C3 9.530 -21.082 2.263  0.44
F1 10.694 -21.406 1.723  -0.33
O3 9.718 -20.867 3.637  -0.48
H1 8.520 -19.654 0.771  0.22
H2 10.011 -19.124 1.606  0.19
H3 8.899 -21.952 2.081  0.16
C4 4.549 -26.623 1.440  -0.25
O4 4.780 -25.230 1.317  -0.52
C5 4.304 -24.542 0.176  1.00
O5 3.904 -25.058 -0.858  -0.63
O6 4.453 -23.228 0.362  -0.51
C6 4.224 -22.204 -0.649  -0.27
H4 3.579 -26.963 1.077  0.19
H5 4.602 -26.864 2.501  0.20
H6 5.301 -27.198 0.900  0.18
H7 4.451 -21.166 -0.408  0.21
H8 3.176 -22.196 -0.949  0.20
H9 4.653 -22.384 -1.635  0.20
C7 -1.800 -23.270 12.114  -0.25
O7 -1.890 -24.610 11.642  -0.51
C8 -1.112 -25.102 10.633  0.99
O8 -1.153 -26.268 10.271  -0.61
O9 -0.347 -24.157 10.040  -0.53
C9 0.343 -24.444 8.847  -0.25
H10 -0.775 -22.924 11.981  0.20
H11 -1.974 -23.327 13.189  0.19
H12 -2.540 -22.608 11.665  0.19
H13 1.062 -23.651 8.640  0.20
H14 -0.357 -24.501 8.013  0.19
H15 0.843 -25.411 8.886  0.20
C10 -2.349 -11.265 4.893  -0.26
O10 -3.649 -11.839 4.917  -0.51
C11 -4.694 -11.140 5.437  0.99
O11 -4.649 -9.986 5.819  -0.63
O12 -5.771 -11.923 5.359  -0.50
C12 -7.090 -11.490 5.618  -0.26
H16 -1.992 -10.852 5.836  0.20
H17 -2.464 -10.436 4.194  0.19
H18 -1.612 -11.907 4.409  0.20
H19 -7.896 -12.184 5.381  0.20
H20 -7.294 -10.691 4.905  0.19
H21 -7.257 -11.105 6.623  0.19
Cl1 0.900 -18.253 5.911  -0.06
C13 2.402 -18.450 4.907  -0.37
Cl2 2.353 -17.108 3.757  -0.02
H22 3.265 -18.324 5.560  0.23
H23 2.439 -19.431 4.433  0.22
Cl3 -3.291 -14.833 0.113  -0.05
C14 -3.236 -16.213 1.346  -0.35
Cl4 -2.694 -17.722 0.485  -0.05
H24 -2.549 -15.971 2.157  0.22
H25 -4.182 -16.473 1.821  0.22